(1)
Computed, not measured: a cluster of 2 separate species, C2H9N2 in total at a distorted geometry, with ωB97M-V with the def2-TZVPD basis set.

The geometry in XYZ format:
```
13
Properties=species:S:1:pos:R:3:forces:R:3:lowdin_charge:R:1
C 0.950 -3.603 2.990 0.054 -0.436 -0.122 0.30
H 1.816 -3.083 2.537 0.189 -0.685 -0.233 0.14
H 1.296 -4.324 3.769 0.207 0.774 0.426 0.15
H 0.048 -3.118 3.527 -0.326 -0.951 -0.218 0.21
H 0.322 -3.924 2.061 -0.076 1.100 0.302 0.21
N -0.467 3.155 -2.628 -1.136 -0.889 0.449 0.21
C -0.971 2.162 -1.925 0.549 1.193 -0.120 -0.15
N -0.262 1.350 -1.188 -0.290 -0.376 0.729 0.19
H 0.453 3.516 -2.448 0.326 0.122 -0.457 0.15
H -1.132 3.625 -3.230 0.488 0.451 0.018 0.15
H -2.053 2.104 -1.901 0.025 -0.542 -0.224 0.17
H -0.731 0.743 -0.539 -0.307 -0.119 -0.119 0.13
H 0.729 1.397 -1.025 0.299 0.360 -0.432 0.14
```
Positions in Å, forces in eV/Å.

multiplicity: 2
lowest unoccupied orbital energy (spin up / spin down): -6.50 / -14.92 eV
energy above the lowest of the compared OMol25 structures with the same formula, charge and spin: 30.6 kcal/mol
expectation value of S²: 0.7515
energy: -190.3172 hartree
net charge: +2
highest occupied orbital energy (spin up / spin down): -18.6 / -18.6 eV
Kohn-Sham gap (spin up / spin down): 12.1 / 3.7 eV

=====

(2)
Computed, not measured: a cluster of 2 separate species, C2H9N2O in total, with ωB97M-V with the def2-TZVPD basis set.

The geometry in XYZ format:
```
14
Properties=species:S:1:pos:R:3:forces:R:3:lowdin_charge:R:1
C -0.386 2.387 -0.714 -0.110 -0.275 0.021 -0.42
O 0.277 1.288 -0.267 0.138 0.225 -0.022 -0.43
H -0.024 2.762 -1.699 0.056 0.123 0.009 0.03
H -1.482 2.219 -0.874 -0.010 0.027 0.021 0.04
H -0.337 3.254 -0.016 0.030 0.132 -0.050 0.03
N -0.693 -0.810 1.181 0.247 0.068 -0.206 -0.05
C 0.382 -1.643 0.614 -0.319 -0.053 0.006 -0.43
N 0.512 -1.446 -0.820 -0.130 0.190 -0.145 -0.04
H -0.422 0.161 0.881 -0.338 -0.225 0.061 0.02
H -0.688 -0.865 2.195 0.121 0.015 0.001 0.03
H 1.357 -1.424 1.067 0.035 -0.029 0.009 0.08
H 0.144 -2.703 0.786 0.144 0.068 0.132 0.08
H -0.350 -1.786 -1.236 -0.026 -0.004 -0.033 0.04
H 0.481 -0.414 -0.973 0.160 -0.262 0.197 0.02
```
Positions in Å, forces in eV/Å.

lowest unoccupied orbital energy: 4.64 eV
energy above the lowest of the compared OMol25 structures with the same formula, charge and spin: 6.1 kcal/mol
energy: -266.3348 hartree
net charge: -1
highest occupied orbital energy: -2.9 eV
Kohn-Sham gap: 7.5 eV

=====

(3)
Computed, not measured: a cluster of 2 separate species, C2H9N2O in total, with ωB97M-V with the def2-TZVPD basis set.

The geometry in XYZ format:
```
14
Properties=species:S:1:pos:R:3:forces:R:3:lowdin_charge:R:1
C -1.132 -1.788 1.657 -0.148 0.214 -0.062 -0.09
O -0.950 -0.368 1.457 -0.088 -0.243 0.104 -0.16
H -1.190 -2.249 0.674 0.097 0.011 -0.024 0.09
H -0.304 -2.204 2.225 0.025 -0.076 0.025 0.09
H -2.073 -1.970 2.165 -0.064 -0.069 0.109 0.09
H -1.089 0.076 2.303 0.095 0.026 -0.181 0.11
N 0.817 0.199 -0.506 -0.277 0.398 -0.251 0.20
C 0.453 1.200 -1.252 -0.159 -0.131 0.022 -0.18
N 1.175 1.755 -2.191 0.135 0.151 -0.018 0.19
H 1.734 -0.206 -0.621 -0.017 -0.185 0.223 0.15
H 0.150 -0.087 0.238 0.344 -0.116 0.184 0.07
H -0.542 1.599 -1.107 -0.065 0.006 0.106 0.17
H 0.822 2.557 -2.683 -0.018 0.050 -0.120 0.14
H 2.129 1.486 -2.359 0.141 -0.035 -0.118 0.14
```
Positions in Å, forces in eV/Å.

lowest unoccupied orbital energy: -3.20 eV
energy above the lowest of the compared OMol25 structures with the same formula, charge and spin: 19.0 kcal/mol
energy: -266.1215 hartree
net charge: +1
highest occupied orbital energy: -14.8 eV
Kohn-Sham gap: 11.6 eV

=====

(4)
Computed, not measured: a cluster of 2 separate species, C2H9N2O in total at a distorted geometry, with ωB97M-V with the def2-TZVPD basis set.

The geometry in XYZ format:
```
14
Properties=species:S:1:pos:R:3:forces:R:3:lowdin_charge:R:1
C 1.243 -0.485 -1.370 -0.877 -1.119 0.668 -0.02
N 0.373 0.608 -1.857 -0.945 1.312 -0.338 0.13
H 0.694 -1.413 -1.550 0.226 0.086 -0.189 0.11
H 2.226 -0.544 -1.814 0.016 0.474 -0.282 0.11
H 1.251 -0.371 -0.297 0.479 0.105 0.127 0.07
H -0.496 0.722 -1.300 0.506 -0.703 0.230 0.15
H 0.066 0.519 -2.830 0.307 -0.108 0.032 0.17
H 0.768 1.545 -1.747 0.518 -0.129 -0.127 0.17
C -0.489 0.233 2.078 1.031 -0.105 -0.258 -0.37
N -1.546 -0.565 2.252 -0.616 0.296 -0.232 0.15
O -0.092 0.603 0.975 -0.426 0.000 -0.201 -0.05
H 0.144 0.445 2.945 -0.425 0.140 0.356 0.14
H -2.071 -0.579 3.119 0.366 -0.152 -0.101 0.12
H -2.070 -0.717 1.397 -0.160 -0.097 0.314 0.12
```
Positions in Å, forces in eV/Å.

lowest unoccupied orbital energy: -3.40 eV
energy above the lowest of the compared OMol25 structures with the same formula, charge and spin: 18.6 kcal/mol
energy: -266.1221 hartree
net charge: +1
highest occupied orbital energy: -14.2 eV
Kohn-Sham gap: 10.8 eV

=====

(5)
Computed, not measured: a cluster of 2 separate species, C2H9N2O in total at a distorted geometry, with ωB97M-V with the def2-TZVPD basis set.

The geometry in XYZ format:
```
14
Properties=species:S:1:pos:R:3:forces:R:3:lowdin_charge:R:1
C 0.373 0.604 -0.767 -0.681 0.447 1.760 -0.09
C 0.298 -0.610 -1.349 1.749 1.323 -0.815 -0.16
N 0.860 -0.714 -2.599 -0.813 0.120 0.485 0.07
N 0.107 0.868 0.708 0.407 -0.607 -1.355 0.16
H 0.679 1.530 -1.206 0.333 -0.092 -0.658 0.11
H -0.003 -1.564 -0.922 -0.104 0.404 0.286 0.14
H 0.947 -1.652 -2.941 0.107 0.260 -0.725 0.10
H 1.147 0.129 -3.122 -0.197 -1.278 0.439 0.13
H -0.671 0.264 0.991 0.346 -0.019 0.875 0.10
H -0.143 1.831 0.931 -0.327 0.043 -0.467 0.16
H 0.970 0.721 1.252 -0.622 -0.485 -0.012 0.17
H -2.052 0.009 3.131 0.226 0.946 -0.907 0.09
H -1.258 -1.102 3.232 1.092 -0.529 -0.630 0.08
O -1.254 -0.314 2.661 -1.518 -0.532 1.725 -0.06
```
Positions in Å, forces in eV/Å.

lowest unoccupied orbital energy: -3.19 eV
energy above the lowest of the compared OMol25 structures with the same formula, charge and spin: 45.8 kcal/mol
energy: -266.0786 hartree
net charge: +1
highest occupied orbital energy: -12.6 eV
Kohn-Sham gap: 9.4 eV

=====

(6)
Computed, not measured: the ion C2H9N2O with charge +1 at a distorted geometry, with ωB97M-V with the def2-TZVPD basis set.

The geometry in XYZ format:
```
14
Properties=species:S:1:pos:R:3:forces:R:3:lowdin_charge:R:1
C 1.617 -0.748 0.051 -3.024 2.325 -2.172 0.07
C 0.023 -0.154 -0.415 5.049 -1.613 -0.441 -0.35
N -0.059 1.257 0.131 -0.583 -0.115 -2.476 0.23
O -0.783 -0.938 0.300 -1.628 -0.764 0.587 -0.13
N -2.134 -0.513 0.037 1.898 2.095 1.002 0.10
H 1.703 -1.668 -0.428 0.313 -1.480 -0.838 0.06
H 1.459 -0.892 1.051 -0.294 -0.573 2.722 0.04
H 2.504 -0.134 -0.063 -0.281 0.429 -0.594 0.08
H -0.168 -0.254 -1.539 0.317 0.916 1.473 0.18
H -0.272 1.201 1.143 0.301 0.608 -0.715 0.20
H 0.761 1.752 -0.214 0.594 0.117 1.126 0.17
H -0.769 1.681 -0.480 -0.792 0.216 1.215 0.16
H -2.461 -0.993 -0.745 -1.161 -1.453 -0.848 0.08
H -2.587 -0.497 0.929 -0.711 -0.706 -0.040 0.11
```
Positions in Å, forces in eV/Å.

lowest unoccupied orbital energy: -3.59 eV
energy above the lowest of the compared OMol25 structures with the same formula, charge and spin: 98.3 kcal/mol
energy: -265.9950 hartree
net charge: +1
highest occupied orbital energy: -14.6 eV
Kohn-Sham gap: 11.0 eV
SMILES: C[C@H]([NH3+])ON